Entry 1:
The following is a quantum chemistry calculation of a molecular structure, C2H6IrNO9P2, from OMol25.

Last column: Löwdin spin population.
Geometry (Å):
Ir: 0.09 0.46 -0.05  2.927
N: -0.40 -1.98 -0.82  0.237
C: 0.64 -2.50 -1.53  0.271
C: 2.09 -1.23 -1.62  0.153
O: 2.98 -1.81 -2.12  0.279
O: 1.77 -0.13 -1.17  0.212
H: -0.59 -2.35 0.11  0.006
H: -1.24 -1.70 -1.32  0.006
H: 0.49 -2.59 -2.60  0.016
H: 1.19 -3.31 -1.06  0.014
O: -2.53 -0.48 3.27  0.008
P: -1.59 0.59 2.61  0.024
O: -0.89 1.52 3.47  0.016
O: -0.72 -0.29 1.61  0.337
O: -2.65 1.33 1.56  0.008
P: -2.11 1.89 0.19  0.026
O: -3.05 3.02 -0.26  0.011
O: -0.66 2.37 0.40  0.211
O: -1.97 0.70 -0.79  0.235
H: -2.78 -0.27 4.17  0.001
H: -3.85 2.80 -0.75  0.001

Summary:
**Net charge**: +1
**Energy relative to the best compared isomer or geometry (same formula, charge and spin)**: 0.000 eV
**2S+1**: 6
**Orbital gap (alpha / beta)**: 9.828 / 7.255 eV
**F_max**: 0.011 hartree/bohr
**Lowest unoccupied orbital energy (alpha / beta)**: -3.7 / -7.4 eV



Entry 2:
The following is a quantum chemistry calculation of 7 unconnected molecules or ions with the total composition C9H31BrN11O6 in a non-equilibrium geometry, from OMol25.

Last column: Löwdin charge in e.
Geometry (Å):
Br: -4.36 8.14 19.39  -0.979
C: -1.83 11.41 14.47  -0.838
O: -1.29 10.32 14.37  0.050
N: -2.86 11.68 15.16  0.169
N: -1.40 12.48 13.89  0.147
H: -3.24 10.95 15.75  0.136
H: -3.12 12.63 15.36  0.110
H: -0.54 12.42 13.38  0.121
H: -2.02 13.27 13.94  0.103
C: -5.00 6.07 13.63  -0.836
O: -3.83 6.29 13.48  0.061
N: -5.81 6.03 12.64  0.144
N: -5.64 5.99 14.75  0.175
H: -5.36 6.23 11.75  0.122
H: -6.72 6.33 12.94  0.101
H: -5.26 6.29 15.64  0.129
H: -6.64 6.10 14.62  0.097
C: -11.25 8.18 19.38  -0.818
O: -11.11 7.16 18.70  0.017
N: -10.36 8.92 19.87  0.177
N: -12.38 8.76 19.54  0.143
H: -10.68 9.73 20.39  0.113
H: -9.38 8.67 19.89  0.143
H: -13.23 8.30 19.26  0.121
H: -12.41 9.56 20.16  0.103
C: -1.40 2.93 17.31  -0.748
O: -1.16 3.71 16.41  0.050
N: -2.07 3.17 18.45  0.151
N: -0.96 1.68 17.30  0.127
H: -2.27 2.35 19.01  0.094
H: -2.36 4.13 18.54  0.123
H: -0.52 1.24 16.51  0.110
H: -0.97 1.19 18.19  0.089
C: 1.80 7.96 18.83  -0.770
O: 1.51 7.71 17.65  0.017
N: 3.00 7.94 19.29  0.140
N: 0.97 8.29 19.79  0.161
H: 3.64 7.38 18.75  0.121
H: 3.15 8.28 20.24  0.104
H: 1.31 8.38 20.73  0.098
H: 0.01 8.54 19.61  0.124
C: -2.67 6.17 25.20  -0.084
C: -3.71 7.25 25.47  -0.407
C: -3.94 7.29 26.96  -0.255
O: -4.63 8.44 27.32  -0.172
C: -5.08 8.41 28.65  -0.120
N: -3.06 8.52 24.97  0.046
H: -2.26 6.20 24.19  0.081
H: -2.97 5.17 25.53  0.071
H: -1.81 6.24 25.87  0.068
H: -4.65 7.07 24.96  0.138
H: -2.96 7.32 27.42  0.125
H: -4.46 6.38 27.27  0.130
H: -5.48 9.37 28.96  0.084
H: -4.29 8.12 29.35  0.085
H: -5.92 7.74 28.83  0.081
H: -3.64 9.28 25.29  0.054
H: -3.17 8.52 23.96  0.072

Summary:
**Net charge**: -1
**Energy relative to the best compared isomer or geometry (same formula, charge and spin)**: 6.541 eV
**Orbital gap**: 6.231 eV
**F_max**: 0.145 hartree/bohr
**Lowest unoccupied orbital energy**: 2.3 eV



Entry 3:
The following is a quantum chemistry calculation of 7 unconnected molecules or ions with the total composition C35H49N2O18P in a non-equilibrium geometry, from OMol25.

Last column: Löwdin charge in e.
Geometry (Å):
C: -2.41 2.37 -1.61  -0.136
C: -3.14 1.02 -1.53  -0.393
P: -2.63 -0.17 -0.20  0.988
C: -3.98 -0.20 1.08  -0.265
C: -1.13 0.48 0.62  -0.331
C: -1.04 1.01 1.88  -0.071
C: 0.21 1.41 2.43  -0.065
C: 1.36 1.25 1.72  -0.028
C: 1.30 0.74 0.40  -0.216
N: 2.47 0.61 -0.30  0.128
C: 2.34 0.15 -1.51  -0.116
C: 1.08 -0.20 -2.07  -0.098
N: -0.04 -0.11 -1.42  0.128
C: 0.06 0.37 -0.15  -0.247
H: -1.56 2.47 -0.94  0.051
H: -3.10 3.19 -1.37  0.044
H: -2.05 2.55 -2.63  0.064
H: -4.21 1.17 -1.41  0.061
H: -3.00 0.48 -2.46  0.040
H: -4.89 0.19 0.64  0.029
H: -4.07 -1.24 1.36  0.024
H: -3.72 0.36 1.98  0.006
H: -1.92 1.14 2.50  0.091
H: 0.25 1.82 3.43  0.090
H: 2.32 1.52 2.13  0.108
H: 3.23 0.02 -2.12  0.095
H: 1.04 -0.59 -3.09  0.104
C: -8.05 -3.93 -1.76  -0.012
C: -6.84 -3.09 -1.42  -0.315
C: -6.90 -1.65 -1.88  -0.096
O: -5.51 -1.31 -1.99  0.028
C: -4.84 -2.46 -2.27  -0.569
O: -3.70 -2.51 -2.60  0.147
O: -5.65 -3.53 -2.11  0.083
H: -8.32 -4.58 -0.93  0.081
H: -8.92 -3.31 -1.98  0.084
H: -7.85 -4.57 -2.62  0.092
H: -6.62 -3.14 -0.35  0.157
H: -7.40 -0.99 -1.18  0.140
H: -7.36 -1.55 -2.87  0.140
C: -1.55 -1.16 -5.40  -0.007
C: -1.06 0.00 -6.26  -0.315
C: -1.31 -0.16 -7.74  -0.098
O: -0.29 0.68 -8.30  0.063
C: 0.75 0.68 -7.42  -0.568
O: 1.83 1.12 -7.66  0.166
O: 0.37 0.12 -6.24  0.069
H: -2.01 -0.78 -4.48  0.065
H: -2.30 -1.75 -5.91  0.087
H: -0.73 -1.81 -5.10  0.092
H: -1.47 0.94 -5.89  0.155
H: -2.30 0.19 -8.05  0.139
H: -1.16 -1.18 -8.08  0.141
C: -2.55 6.05 2.16  -0.012
C: -2.97 4.60 2.17  -0.302
C: -4.21 4.27 1.38  -0.091
O: -4.68 3.08 2.04  0.046
C: -4.26 3.15 3.33  -0.579
O: -4.63 2.42 4.19  0.157
O: -3.37 4.15 3.49  0.087
H: -1.47 6.13 2.06  0.076
H: -3.00 6.59 1.32  0.092
H: -2.84 6.54 3.08  0.072
H: -2.14 3.95 1.85  0.146
H: -4.01 4.07 0.33  0.114
H: -4.99 5.04 1.47  0.143
C: 4.85 -2.85 -2.60  -0.012
C: 5.73 -2.88 -1.37  -0.317
C: 6.64 -1.69 -1.19  -0.094
O: 7.70 -2.24 -0.39  0.064
C: 7.78 -3.56 -0.68  -0.582
O: 8.66 -4.27 -0.35  0.162
O: 6.70 -3.95 -1.41  0.073
H: 3.85 -3.20 -2.37  0.081
H: 4.75 -1.83 -2.99  0.074
H: 5.25 -3.49 -3.39  0.093
H: 5.13 -3.03 -0.47  0.155
H: 6.17 -0.85 -0.68  0.139
H: 7.07 -1.34 -2.14  0.142
C: 6.84 -5.73 1.67  -0.013
C: 5.84 -6.40 2.60  -0.312
C: 5.30 -5.52 3.71  -0.103
O: 4.94 -6.49 4.70  0.059
C: 5.75 -7.57 4.53  -0.564
O: 5.84 -8.46 5.30  0.168
O: 6.43 -7.46 3.37  0.083
H: 6.65 -6.01 0.64  0.082
H: 6.76 -4.64 1.72  0.082
H: 7.86 -6.02 1.90  0.100
H: 5.02 -6.83 2.03  0.156
H: 4.44 -4.93 3.41  0.137
H: 6.07 -4.87 4.13  0.140
C: 1.62 4.09 4.91  -0.012
C: 1.25 5.52 4.54  -0.309
C: 1.50 6.54 5.63  -0.092
O: 0.57 7.57 5.29  0.074
C: -0.46 6.99 4.64  -0.551
O: -1.49 7.52 4.36  0.154
O: -0.16 5.70 4.33  0.070
H: 2.12 3.59 4.08  0.072
H: 2.31 4.09 5.75  0.087
H: 0.75 3.49 5.16  0.088
H: 1.76 5.82 3.62  0.159
H: 2.51 6.92 5.65  0.141
H: 1.24 6.15 6.62  0.142

Summary:
**Net charge**: 0
**Orbital gap**: 7.069 eV
**SMILES string**: CCP(C)c1cccc2nccnc12.C[C@@H]1COC(=O)O1.C[C@@H]1COC(=O)O1.C[C@@H]1COC(=O)O1.C[C@@H]1COC(=O)O1.C[C@@H]1COC(=O)O1.C[C@@H]1COC(=O)O1
**F_max**: 0.028 hartree/bohr
**Lowest unoccupied orbital energy**: -0.6 eV